(1)
Entry from OMol25: a 3-piece molecular cluster, C16H31F5NO2 overall at a distorted geometry (the ωB97M-V functional and the def2-TZVPD basis).

Cartesian coordinates (Å):
N -3.01887 -2.24804 -6.83984
C -2.67095 -0.78327 -6.90863
C -3.98193 0.16117 -7.08011
O -5.12757 -0.22140 -6.62224
O -3.92687 1.38901 -7.71901
C -1.67864 -0.30998 -5.75249
F -1.11638 0.99308 -5.97291
F -0.54291 -1.21143 -5.79124
C -2.28773 -0.33873 -4.26151
F -1.45277 -1.24960 -3.49884
F -3.59850 -0.82878 -4.15986
F -2.11067 0.96164 -3.66834
H -2.92864 -2.57595 -5.86742
H -3.96985 -2.38780 -7.20941
H -2.08997 -0.66243 -7.90271
C 1.16372 4.39030 1.07187
C 1.05298 2.93137 1.49150
C 1.91362 1.99269 0.64356
C 1.54870 1.93877 -0.84294
C 0.10409 1.53532 -1.14371
C -0.24948 0.13947 -0.67881
H 0.81660 4.54307 0.04635
H 0.55200 5.01979 1.72304
H 2.19849 4.73710 1.13920
H 0.00497 2.61897 1.46358
H 1.36991 2.84491 2.53644
H 1.86042 0.98514 1.06996
H 2.96314 2.29974 0.73132
H 2.22572 1.23246 -1.33948
H 1.74401 2.91303 -1.30185
H -0.05006 1.58502 -2.22640
H -0.59145 2.25438 -0.70090
H 0.39950 -0.60374 -1.15092
H -1.28297 -0.09395 -0.94874
H -0.15895 0.03455 0.40620
C 1.64662 -1.36650 6.73366
C 1.72972 -0.63554 5.40102
C 0.45741 -0.76538 4.56128
C 0.10099 -2.19245 4.13520
C 1.18241 -2.92136 3.33566
C 1.49994 -2.24839 2.00843
H 1.51123 -2.44294 6.59630
H 2.56752 -1.22130 7.30401
H 0.81345 -0.98959 7.33288
H 2.59730 -0.99310 4.83864
H 1.90963 0.42652 5.59751
H 0.55583 -0.13220 3.67301
H -0.38502 -0.35371 5.13017
H -0.81836 -2.15515 3.53777
H -0.14203 -2.78759 5.02114
H 0.83763 -3.94177 3.13551
H 2.09753 -3.01910 3.92734
H 0.60731 -2.18639 1.37981
H 2.25626 -2.82206 1.46503
H 1.89189 -1.23788 2.15089

Results
Total charge: -1
Kohn-Sham gap in eV: 6.6
Maximum force in eV/A: 6.2
Calculated total energy in eV: -36268.1395
LUMO level in eV: 2.3
E_HOMO in eV: -4.3


(2)
Entry from OMol25: a 7-piece molecular cluster, C16H31F9N2O10 overall at a distorted geometry (the ωB97M-V functional and the def2-TZVPD basis).

Cartesian coordinates (Å):
N 1.82523 -2.22433 -1.82686
H 2.16344 -2.35588 -0.84856
H 1.34349 -3.12900 -1.98023
H 2.58719 -2.01523 -2.44898
H 1.06448 -1.52544 -1.84671
N -0.29140 0.22677 0.12671
H -0.26032 1.23484 0.04911
H -0.58208 -0.24500 -0.75508
H -1.00067 0.03694 0.82635
H 0.61863 -0.20709 0.40968
O -0.12231 -4.27996 -1.67291
C -1.31108 -3.66725 -1.46063
C -1.74929 -2.32282 -2.10422
O -0.82388 -1.25943 -2.30574
H -1.56658 -3.57363 -0.37551
H -2.12446 -4.36046 -1.78375
H -2.71547 -1.96647 -1.68957
H -2.18227 -2.48990 -3.11210
O 2.08386 -0.74918 0.65012
C 3.14152 -1.28808 1.32419
C 4.37137 -1.67815 0.44937
O 4.11035 -2.46350 -0.69345
H 2.85439 -2.18971 1.89984
H 3.57661 -0.56892 2.05017
H 5.12321 -2.27446 0.99423
H 4.86687 -0.72687 0.16283
C 4.66898 -0.20345 -2.72800
C 4.16290 0.96894 -1.91434
O 3.44504 1.91505 -2.73293
C 2.12129 2.04875 -2.58129
O 1.43560 1.30096 -1.97058
C 1.56379 3.21605 -3.42948
F 0.93344 4.05229 -2.59828
F 2.50013 3.81418 -4.15657
F 0.57363 2.77463 -4.22603
H 3.93638 -0.60311 -3.42917
H 5.12173 -1.00200 -2.14054
H 5.47221 0.09412 -3.41344
H 4.97865 1.47873 -1.40354
H 3.46155 0.64884 -1.13773
C -3.23115 3.90584 -0.89729
C -3.62106 2.84312 0.15579
O -3.45794 3.37355 1.45783
C -2.28313 3.40046 2.08224
O -1.31552 2.84190 1.66027
C -2.26685 4.16221 3.41634
F -3.42127 4.78338 3.60554
F -2.07648 3.34010 4.46356
F -1.22234 5.00253 3.46268
H -3.79711 4.83048 -0.80887
H -3.39323 3.41358 -1.85789
H -2.15765 4.07772 -0.83411
H -2.89621 2.02649 0.07928
H -4.59711 2.36742 0.09977
C -0.51071 -2.46199 4.06469
C -0.81053 -2.16965 2.63163
O -2.25541 -2.13248 2.48129
C -2.86242 -1.01453 2.16269
O -2.32829 0.05461 1.98301
C -4.33285 -1.20979 1.84646
F -4.38258 -1.42689 0.52046
F -4.91790 -2.25825 2.40818
F -5.01873 -0.09856 2.13571
H -1.08620 -1.87081 4.77862
H 0.54755 -2.46044 4.31370
H -0.88791 -3.48618 4.15855
H -0.45915 -3.00092 2.02134
H -0.33402 -1.27466 2.23218

Results
Total charge: -2
Kohn-Sham gap in eV: 3.9
Maximum force in eV/A: 2.8
Calculated total energy in eV: -65003.2249
LUMO level in eV: 3.9
E_HOMO in eV: -0.1


(3)
Entry from OMol25: a 3-piece molecular cluster, C16H31N6O12P2 overall at a distorted geometry (the ωB97M-V functional and the def2-TZVPD basis).

Cartesian coordinates (Å):
C -1.15717 -5.15486 -2.90426
C -2.43151 -4.92820 -2.07894
N -3.12754 -3.64214 -2.46591
C -3.21796 -2.82372 -1.37220
N -2.45545 -1.75665 -1.37950
N -2.55916 -0.98820 -0.35573
O -1.72755 0.14536 -0.41895
C -2.21003 0.95449 -1.35215
N -2.78894 1.82021 -1.88392
C -3.26852 -1.09892 0.73311
P -3.15528 0.22601 2.02946
N -1.86488 -0.06838 2.83118
O -4.47182 0.21668 2.90348
O -3.20926 1.64638 1.32368
C -4.07155 -2.25647 0.82337
C -4.88592 -2.53400 2.06216
O -5.06413 -3.88381 2.31999
O -3.81052 -4.39389 2.74999
C -4.05526 -3.08601 -0.25717
P -5.15469 -4.60182 -0.24532
N -6.65200 -3.88239 0.24909
O -5.43302 -5.08250 -1.78197
H -0.62724 -4.23378 -3.13858
H -1.41659 -5.70394 -3.80676
H -0.51292 -5.80152 -2.31243
H -3.11730 -5.76228 -2.19974
H -2.15700 -4.91243 -1.02229
H -2.53929 -3.18486 -3.15352
H -1.24754 0.73480 2.74801
H -4.19246 -0.17771 3.74634
H -2.37462 2.11159 1.45820
H -5.84249 -2.02263 2.09066
H -4.32150 -2.13002 2.90724
H -3.90806 -5.35085 2.66676
H -7.11702 -4.60240 0.79600
H -7.24501 -3.79127 -0.57476
H -5.80165 -4.38696 -2.34314
C 0.21155 2.47385 -0.92424
C 1.67228 2.85007 -1.05417
O 1.89305 4.20115 -0.64667
C 1.94942 4.39462 0.67174
O 1.83767 3.54225 1.51661
O 2.13500 5.68976 0.89065
C 2.14702 6.06146 2.27310
H -0.41556 3.18787 -1.45699
H 0.04305 1.47818 -1.32726
H -0.09915 2.48645 0.12359
H 1.97950 2.79160 -2.09650
H 2.31031 2.17002 -0.48929
H 2.85827 5.46038 2.83534
H 1.14842 5.96274 2.69598
H 2.45003 7.10303 2.31972
C 5.38230 3.80439 0.16757
C 5.59626 2.38595 0.65254
O 6.28930 1.59909 -0.32413
C 7.61075 1.77996 -0.36751
O 8.24675 2.51638 0.33656
O 8.10013 1.00880 -1.33696
C 9.50805 1.15272 -1.54386
H 4.88908 3.80604 -0.80628
H 4.76949 4.36271 0.87628
H 6.33066 4.32689 0.04778
H 4.63377 1.89854 0.80599
H 6.12529 2.36511 1.60495
H 10.05707 1.02053 -0.61434
H 9.72528 2.12782 -1.97703
H 9.80782 0.37877 -2.24467

Results
Total charge: +1
Kohn-Sham gap in eV: 7.1
Maximum force in eV/A: 2.8
Calculated total energy in eV: -69171.2625
LUMO level in eV: -5.0
E_HOMO in eV: -12.1


(4)
Entry from OMol25: C16H31NO3P2V as an isolated structure at a distorted geometry (the ωB97M-V functional and the def2-TZVPD basis).

Cartesian coordinates (Å):
V 0.00000 0.00000 0.00000
P 2.26360 -0.42730 -0.90270
P -2.10790 0.49710 1.18710
N -0.72630 0.01840 -1.60590
H -0.14120 -1.60250 0.77730
C 2.97860 -2.13900 -1.07690
H 3.96200 -2.13400 -1.58180
H 2.26630 -2.74360 -1.66290
H 3.07880 -2.60770 -0.08420
C 3.68100 0.50230 -0.14830
H 4.63470 0.25820 -0.64920
H 3.77050 0.27310 0.92600
H 3.47290 1.57980 -0.25280
C 2.34710 0.15730 -2.65420
H 3.36110 0.02810 -3.07200
H 2.05800 1.22060 -2.67820
H 1.62200 -0.41530 -3.25510
C -3.10400 -0.90310 1.88700
H -4.05840 -0.56450 2.33040
H -2.49830 -1.41600 2.65290
H -3.30300 -1.62470 1.07740
C -2.03060 1.65350 2.63040
H -3.02630 1.79600 3.08620
H -1.63960 2.62300 2.28120
H -1.33570 1.24920 3.38430
C -3.32880 1.32570 0.07740
H -4.27230 1.54780 0.60650
H -3.53060 0.66530 -0.78190
H -2.87580 2.25790 -0.29780
C -1.24600 0.19240 -2.86310
C -2.18770 -0.73200 -4.91500
C -1.66410 -0.92260 -3.63230
C -1.36790 1.49600 -3.40860
C -1.89800 1.67100 -4.68940
C -2.30860 0.56170 -5.44860
H -2.50740 -1.59870 -5.50400
H -1.56620 -1.92200 -3.19780
H -1.03690 2.34560 -2.80380
H -1.99000 2.68130 -5.10290
H -2.72140 0.70540 -6.45260
C 1.59340 -0.27030 2.86550
O 0.92980 0.34020 2.00740
C 2.11860 -1.64900 2.59840
H 2.27820 -2.21890 3.52870
H 3.08860 -1.58550 2.07130
H 1.39870 -2.14280 1.91200
C 1.84170 0.38250 4.20080
H 1.34630 -0.20450 4.99790
H 1.45890 1.41310 4.20210
H 2.92230 0.38180 4.43460
O -1.17470 -0.91870 4.32700
C -0.57080 -1.33850 3.22520
O -0.69240 -0.56340 2.01830
H -0.00960 -2.23000 3.38210

Results
Expectation value of S²: 1.101
Kohn-Sham gap (spin up / spin down) in eV: 7.0 / 6.9
Maximum force in eV/A: 9.3
Multiplicity: 2
Calculated total energy in eV: -68986.7371
LUMO level (spin up / spin down) in eV: -0.1 / -0.2
E_HOMO (spin up / spin down) in eV: -7.1 / -7.2


Please write out number 2 again, unchanged.
Entry from OMol25: a 7-piece molecular cluster, C16H31F9N2O10 overall at a distorted geometry (the ωB97M-V functional and the def2-TZVPD basis).

Cartesian coordinates (Å):
N 1.82523 -2.22433 -1.82686
H 2.16344 -2.35588 -0.84856
H 1.34349 -3.12900 -1.98023
H 2.58719 -2.01523 -2.44898
H 1.06448 -1.52544 -1.84671
N -0.29140 0.22677 0.12671
H -0.26032 1.23484 0.04911
H -0.58208 -0.24500 -0.75508
H -1.00067 0.03694 0.82635
H 0.61863 -0.20709 0.40968
O -0.12231 -4.27996 -1.67291
C -1.31108 -3.66725 -1.46063
C -1.74929 -2.32282 -2.10422
O -0.82388 -1.25943 -2.30574
H -1.56658 -3.57363 -0.37551
H -2.12446 -4.36046 -1.78375
H -2.71547 -1.96647 -1.68957
H -2.18227 -2.48990 -3.11210
O 2.08386 -0.74918 0.65012
C 3.14152 -1.28808 1.32419
C 4.37137 -1.67815 0.44937
O 4.11035 -2.46350 -0.69345
H 2.85439 -2.18971 1.89984
H 3.57661 -0.56892 2.05017
H 5.12321 -2.27446 0.99423
H 4.86687 -0.72687 0.16283
C 4.66898 -0.20345 -2.72800
C 4.16290 0.96894 -1.91434
O 3.44504 1.91505 -2.73293
C 2.12129 2.04875 -2.58129
O 1.43560 1.30096 -1.97058
C 1.56379 3.21605 -3.42948
F 0.93344 4.05229 -2.59828
F 2.50013 3.81418 -4.15657
F 0.57363 2.77463 -4.22603
H 3.93638 -0.60311 -3.42917
H 5.12173 -1.00200 -2.14054
H 5.47221 0.09412 -3.41344
H 4.97865 1.47873 -1.40354
H 3.46155 0.64884 -1.13773
C -3.23115 3.90584 -0.89729
C -3.62106 2.84312 0.15579
O -3.45794 3.37355 1.45783
C -2.28313 3.40046 2.08224
O -1.31552 2.84190 1.66027
C -2.26685 4.16221 3.41634
F -3.42127 4.78338 3.60554
F -2.07648 3.34010 4.46356
F -1.22234 5.00253 3.46268
H -3.79711 4.83048 -0.80887
H -3.39323 3.41358 -1.85789
H -2.15765 4.07772 -0.83411
H -2.89621 2.02649 0.07928
H -4.59711 2.36742 0.09977
C -0.51071 -2.46199 4.06469
C -0.81053 -2.16965 2.63163
O -2.25541 -2.13248 2.48129
C -2.86242 -1.01453 2.16269
O -2.32829 0.05461 1.98301
C -4.33285 -1.20979 1.84646
F -4.38258 -1.42689 0.52046
F -4.91790 -2.25825 2.40818
F -5.01873 -0.09856 2.13571
H -1.08620 -1.87081 4.77862
H 0.54755 -2.46044 4.31370
H -0.88791 -3.48618 4.15855
H -0.45915 -3.00092 2.02134
H -0.33402 -1.27466 2.23218

Results
Total charge: -2
Kohn-Sham gap in eV: 3.9
Maximum force in eV/A: 2.8
Calculated total energy in eV: -65003.2249
LUMO level in eV: 3.9
E_HOMO in eV: -0.1


Number 1 is which compound? C16H31F5NO2


Repeat the third record exactly.
Entry from OMol25: a 3-piece molecular cluster, C16H31N6O12P2 overall at a distorted geometry (the ωB97M-V functional and the def2-TZVPD basis).

Cartesian coordinates (Å):
C -1.15717 -5.15486 -2.90426
C -2.43151 -4.92820 -2.07894
N -3.12754 -3.64214 -2.46591
C -3.21796 -2.82372 -1.37220
N -2.45545 -1.75665 -1.37950
N -2.55916 -0.98820 -0.35573
O -1.72755 0.14536 -0.41895
C -2.21003 0.95449 -1.35215
N -2.78894 1.82021 -1.88392
C -3.26852 -1.09892 0.73311
P -3.15528 0.22601 2.02946
N -1.86488 -0.06838 2.83118
O -4.47182 0.21668 2.90348
O -3.20926 1.64638 1.32368
C -4.07155 -2.25647 0.82337
C -4.88592 -2.53400 2.06216
O -5.06413 -3.88381 2.31999
O -3.81052 -4.39389 2.74999
C -4.05526 -3.08601 -0.25717
P -5.15469 -4.60182 -0.24532
N -6.65200 -3.88239 0.24909
O -5.43302 -5.08250 -1.78197
H -0.62724 -4.23378 -3.13858
H -1.41659 -5.70394 -3.80676
H -0.51292 -5.80152 -2.31243
H -3.11730 -5.76228 -2.19974
H -2.15700 -4.91243 -1.02229
H -2.53929 -3.18486 -3.15352
H -1.24754 0.73480 2.74801
H -4.19246 -0.17771 3.74634
H -2.37462 2.11159 1.45820
H -5.84249 -2.02263 2.09066
H -4.32150 -2.13002 2.90724
H -3.90806 -5.35085 2.66676
H -7.11702 -4.60240 0.79600
H -7.24501 -3.79127 -0.57476
H -5.80165 -4.38696 -2.34314
C 0.21155 2.47385 -0.92424
C 1.67228 2.85007 -1.05417
O 1.89305 4.20115 -0.64667
C 1.94942 4.39462 0.67174
O 1.83767 3.54225 1.51661
O 2.13500 5.68976 0.89065
C 2.14702 6.06146 2.27310
H -0.41556 3.18787 -1.45699
H 0.04305 1.47818 -1.32726
H -0.09915 2.48645 0.12359
H 1.97950 2.79160 -2.09650
H 2.31031 2.17002 -0.48929
H 2.85827 5.46038 2.83534
H 1.14842 5.96274 2.69598
H 2.45003 7.10303 2.31972
C 5.38230 3.80439 0.16757
C 5.59626 2.38595 0.65254
O 6.28930 1.59909 -0.32413
C 7.61075 1.77996 -0.36751
O 8.24675 2.51638 0.33656
O 8.10013 1.00880 -1.33696
C 9.50805 1.15272 -1.54386
H 4.88908 3.80604 -0.80628
H 4.76949 4.36271 0.87628
H 6.33066 4.32689 0.04778
H 4.63377 1.89854 0.80599
H 6.12529 2.36511 1.60495
H 10.05707 1.02053 -0.61434
H 9.72528 2.12782 -1.97703
H 9.80782 0.37877 -2.24467

Results
Total charge: +1
Kohn-Sham gap in eV: 7.1
Maximum force in eV/A: 2.8
Calculated total energy in eV: -69171.2625
LUMO level in eV: -5.0
E_HOMO in eV: -12.1